Entry 1:
Formula: C43H48N2O3P2Zn
Source: the Open Molecules 2025 dataset
Level of theory: ωB97M-V with the def2-TZVPD basis set

The geometry in XYZ format:
```
99
Properties=species:S:1:pos:R:3:mulliken_charge:R:1
Zn 0.67 -1.24 -0.03 -0.4426
C 0.15 -3.96 -1.28 -0.8372
C -1.15 -3.33 -1.50 -0.1266
C -2.33 -3.82 -0.63 -0.6670
C -2.11 -3.74 0.87 -1.3113
C -1.03 -2.85 1.40 0.3096
C 0.33 -2.81 1.14 1.0761
C 1.01 -4.14 1.01 -1.1687
C 0.48 -4.92 -0.22 -1.2039
C 0.61 1.89 2.40 -1.5509
H 0.86 -3.98 -2.08 0.6891
H -1.41 -3.44 -2.55 0.9625
H -2.51 -4.87 -0.88 0.5417
H -3.23 -3.26 -0.89 -0.0784
H -3.07 -3.37 1.28 0.4305
H -2.00 -4.75 1.29 0.4480
H -1.33 -2.53 2.39 0.5755
H 0.97 -2.07 1.70 -0.3839
H 0.81 -4.71 1.92 0.3665
H 2.09 -4.03 0.89 0.3104
H 1.33 -5.54 -0.58 0.4585
H -0.33 -5.63 0.08 0.2028
H 1.47 1.66 1.77 0.3937
H 0.95 2.41 3.29 0.5673
H -0.09 2.49 1.84 0.3470
P -0.99 -1.51 -1.52 2.3375
P -0.21 0.35 2.85 2.2978
C -1.25 -0.45 0.11 -0.3147
C -1.15 -0.52 1.55 -1.5448
C -2.05 -0.66 -2.68 0.8251
C -3.42 -0.98 -2.75 -0.5495
C -4.24 -0.22 -3.59 -0.7479
C -3.73 0.86 -4.32 -0.7723
C -2.37 1.17 -4.23 -0.7942
C -1.52 0.40 -3.44 -0.2497
C 0.69 -1.56 -2.39 -0.5091
C 1.92 -1.62 -1.64 -0.8104
C 3.15 -1.60 -2.30 -0.9912
C 3.16 -1.98 -3.64 -0.5928
C 1.96 -2.13 -4.35 -1.0208
C 0.73 -1.82 -3.76 -0.3653
C -1.36 0.92 4.11 -0.1297
C -2.40 1.74 3.65 -0.2894
C -3.27 2.33 4.56 -0.8105
C -3.08 2.13 5.93 -0.5038
C -2.01 1.35 6.39 -0.7464
C -1.12 0.77 5.49 -0.5556
C 1.12 -0.64 3.55 0.0292
C 2.47 -0.49 3.14 -0.2486
C 3.45 -1.32 3.69 -0.7403
C 3.10 -2.31 4.62 -0.5651
C 1.76 -2.49 4.97 -0.9927
C 0.77 -1.67 4.44 -0.6118
H -1.97 0.30 -0.24 1.6820
H -2.17 -0.61 2.01 0.8874
H -3.82 -1.82 -2.19 0.1398
H -5.30 -0.48 -3.67 0.4202
H -4.39 1.46 -4.94 0.3910
H -1.96 2.01 -4.79 0.4518
H -0.44 0.58 -3.43 0.2388
H 1.98 -2.15 -0.63 0.8417
H 4.05 -1.41 -1.69 0.4775
H 4.12 -2.16 -4.14 0.4235
H 1.97 -2.46 -5.38 0.4298
H -0.21 -1.80 -4.33 0.4491
H -2.48 1.96 2.58 0.4158
H -4.08 2.96 4.20 0.4445
H -3.74 2.61 6.64 0.3734
H -1.84 1.22 7.45 0.4088
H -0.23 0.25 5.82 0.4074
H 2.76 0.25 2.39 0.3374
H 4.50 -1.18 3.40 0.4408
H 3.87 -2.94 5.05 0.4087
H 1.48 -3.27 5.68 0.4281
H -0.27 -1.80 4.72 0.5155
C 1.44 3.42 -4.42 -1.2085
C 1.98 4.07 -3.15 -1.1365
C 1.13 3.83 -1.89 2.7349
C 1.58 4.69 -0.68 -0.6333
C 3.08 4.75 -0.47 -1.3577
C -0.32 4.22 -2.23 -0.4329
O -0.67 5.12 -2.99 -0.6934
N -1.29 3.47 -1.58 0.2715
C -1.01 2.49 -0.62 -0.7807
O -1.87 2.30 0.26 -0.7593
N 0.14 1.80 -0.80 1.1664
C 1.17 2.34 -1.47 -1.0847
O 2.20 1.66 -1.74 -0.7268
H 1.44 2.33 -4.35 0.1396
H 2.07 3.71 -5.26 0.4773
H 0.43 3.78 -4.63 0.3014
H 3.00 3.72 -2.96 0.4476
H 2.02 5.17 -3.29 0.3990
H 1.16 5.70 -0.80 0.4606
H 1.09 4.30 0.23 0.0885
H 3.55 5.43 -1.18 0.2961
H 3.29 5.10 0.55 0.4413
H 3.50 3.75 -0.60 0.3180
H -2.23 3.81 -1.53 0.3171
```

**LUMO level (spin up / spin down)**: -0.20 / -0.20 eV
**HOMO (spin up / spin down)**: -4.9 / -4.8 eV

***

Entry 2:
Formula: C43H48N4O2SSc
Source: the Open Molecules 2025 dataset
Level of theory: ωB97M-V with the def2-TZVPD basis set

The geometry in XYZ format:
```
99
Properties=species:S:1:pos:R:3:mulliken_charge:R:1
Sc -0.07 -0.06 -0.60 -0.2841
C -5.15 2.64 -2.51 -1.1520
C -4.67 3.27 -1.21 -1.2075
C -3.71 2.39 -0.47 0.6521
C -3.99 1.51 0.53 0.7625
C -5.30 1.25 1.20 -1.2204
C -5.39 1.89 2.59 -1.1419
C -2.76 0.81 0.82 0.4765
C -2.65 -0.25 1.71 -0.7191
C -1.50 -0.97 2.00 0.1075
C -1.43 -2.07 2.95 0.9770
C -2.58 -2.62 3.72 -1.3166
C -2.90 -1.81 4.98 -1.1228
C -0.12 -2.46 2.98 1.0933
C 0.59 -1.61 2.04 -0.0664
C 1.95 -1.66 1.79 -0.6370
C 2.64 -0.87 0.88 0.2399
N 2.09 0.03 0.03 -0.4019
C 3.09 0.49 -0.76 -0.0312
C 2.94 1.39 -1.80 -0.3593
C 1.77 2.03 -2.18 0.0660
N 0.54 1.80 -1.64 -0.6065
C -0.31 2.72 -2.17 0.0262
C -1.64 2.89 -1.80 -0.5104
C -2.31 2.22 -0.78 -0.0362
N -1.75 1.28 0.03 -0.2996
C 0.39 3.54 -3.14 0.9067
C 1.68 3.10 -3.15 0.7864
C 2.81 3.60 -3.99 -1.2048
C 3.07 2.71 -5.21 -1.1701
C -0.19 4.68 -3.90 -1.1857
C -0.20 5.99 -3.10 -1.1358
C 4.35 -0.13 -0.38 0.9585
C 4.07 -0.98 0.64 0.6889
C 4.99 -1.95 1.32 -1.2750
C 4.91 -3.34 0.68 -0.8868
C 5.69 0.15 -1.00 -1.2394
C 6.34 1.42 -0.47 -1.1790
N -0.28 -0.74 1.45 -0.3146
C 0.49 -3.55 3.79 -1.2519
C 1.20 -3.04 5.05 -1.1762
H -5.83 3.30 -3.05 0.3769
H -5.67 1.70 -2.31 0.3184
H -4.31 2.40 -3.17 0.2775
H -5.52 3.50 -0.57 0.4838
H -4.19 4.24 -1.42 0.4257
H -5.46 0.17 1.28 0.3752
H -6.12 1.62 0.57 0.4304
H -4.61 1.50 3.25 0.2163
H -6.36 1.69 3.06 0.3851
H -5.25 2.97 2.53 0.3178
H -3.56 -0.56 2.21 0.3399
H -2.37 -3.65 3.99 0.4971
H -3.46 -2.65 3.07 0.3619
H -2.04 -1.79 5.66 0.2315
H -3.75 -2.23 5.52 0.4062
H -3.13 -0.77 4.73 0.1950
H 2.52 -2.39 2.34 0.3367
H 3.84 1.66 -2.35 0.2508
H -2.21 3.63 -2.34 0.2630
H 3.72 3.66 -3.39 0.4131
H 2.60 4.62 -4.32 0.4029
H 3.30 1.69 -4.91 0.2800
H 3.90 3.09 -5.81 0.3898
H 2.18 2.67 -5.85 0.3177
H -1.21 4.44 -4.21 0.4335
H 0.37 4.83 -4.82 0.4515
H -0.78 5.87 -2.18 0.2664
H -0.63 6.81 -3.68 0.3751
H 0.81 6.27 -2.81 0.3090
H 4.73 -2.02 2.38 0.4373
H 6.01 -1.58 1.29 0.4711
H 3.89 -3.72 0.69 0.0750
H 5.56 -4.05 1.19 0.3852
H 5.21 -3.29 -0.37 0.2995
H 5.58 0.22 -2.09 0.4187
H 6.35 -0.70 -0.83 0.4357
H 5.70 2.29 -0.63 0.2683
H 7.30 1.61 -0.94 0.3805
H 6.50 1.35 0.61 0.3133
H 1.20 -4.11 3.17 0.3492
H -0.28 -4.27 4.07 0.4489
H 2.00 -2.35 4.80 0.2606
H 1.63 -3.87 5.63 0.4007
H 0.50 -2.51 5.70 0.2553
O -3.47 -2.04 -0.87 -0.7715
C -2.25 -2.09 -1.01 0.7800
O -1.55 -1.07 -1.41 -0.4067
C -1.48 -3.34 -0.70 0.3189
C -2.22 -4.36 -0.09 -0.7063
C -1.65 -5.57 0.27 -0.6983
C -0.30 -5.76 0.01 -0.5544
C 0.45 -4.77 -0.58 -0.6571
C -0.10 -3.51 -0.94 0.6775
S 1.05 -2.34 -1.60 -0.5135
H -3.27 -4.16 0.08 0.4656
H -2.25 -6.34 0.75 0.3755
H 0.18 -6.70 0.28 0.3802
H 1.51 -4.91 -0.77 0.3735
```

**LUMO level**: 1.73 eV
**HOMO**: -3.9 eV
**Charge**: -1